[1]
Below is C4H7NS in the gas phase, with properties calculated with ωB97M-V/def2-TZVPD.

Summary:
HOMO energy ... -0.315 Ha
Kohn-Sham gap ... 9.53 eV
Energy above the lowest of the compared OMol25 structures with the same formula, charge and spin ... 2.2902 eV
SMILES ... C=CCSN=C
Charge ... 0

Each line ends with the natural charge from an NBO analysis.
Cartesian coordinates (Å):
C 2.682 0.426 -0.260  -0.40
C 1.723 -0.477 -0.292  -0.18
C 0.469 -0.359 0.630  -0.61
S -1.055 -0.999 -0.043  0.39
N -1.987 0.428 0.179  -0.54
C -3.195 0.341 -0.290  -0.09
H 3.573 0.375 -0.870  0.20
H 2.697 1.238 0.453  0.20
H 1.696 -1.469 -0.871  0.21
H 0.193 0.691 0.855  0.26
H 0.681 -0.805 1.579  0.22
H -3.639 -0.612 -0.644  0.15
H -3.837 1.223 -0.429  0.18

Cartesian forces, eV/Å:
0.690 -0.161 -0.171
-2.003 -1.570 0.401
0.993 1.082 -0.480
-0.309 0.090 0.192
-1.916 -0.276 -1.505
1.051 -0.274 0.282
0.009 -0.261 -0.116
-0.431 0.202 -0.059
0.500 1.874 0.465
0.456 -0.430 -0.262
0.131 -0.553 0.590
0.352 0.457 0.048
0.478 -0.180 0.616

[2]
Below is C4H7NS in the gas phase, with properties calculated with ωB97M-V/def2-TZVPD.

Summary:
HOMO energy ... -0.311 Ha
Kohn-Sham gap ... 8.55 eV
Energy above the lowest of the compared OMol25 structures with the same formula, charge and spin ... 2.5523 eV
SMILES ... S=CC[C@H]1CN1
Charge ... 0

Each line ends with the natural charge from an NBO analysis.
Cartesian coordinates (Å):
S 0.907 1.683 1.557  0.07
C 0.188 0.784 0.454  -0.27
C -0.199 -0.689 0.650  -0.50
C -0.345 -1.438 -0.661  -0.09
C -1.364 -1.021 -1.589  -0.25
N 0.028 -0.836 -1.919  -0.59
H 0.034 0.953 -0.642  0.22
H -1.195 -0.640 1.131  0.24
H 0.487 -1.101 1.433  0.24
H -0.255 -2.510 -0.621  0.20
H -1.867 -0.185 -1.332  0.19
H -1.978 -1.738 -2.119  0.20
H 0.384 -1.669 -2.450  0.36

Cartesian forces, eV/Å:
-0.118 0.457 -0.062
-0.002 -2.031 -1.401
0.186 0.967 1.261
-0.031 -0.826 1.817
-0.195 -2.281 -1.307
1.602 -1.136 -1.115
0.232 1.134 0.975
0.277 -0.233 -0.063
-0.497 -0.053 -0.934
0.390 -0.254 0.342
-1.504 2.897 0.478
0.176 -0.150 -0.028
-0.517 1.508 0.037

[3]
Below is C4H7NS in the gas phase, with properties calculated with ωB97M-V/def2-TZVPD.

Summary:
HOMO energy ... -0.321 Ha
Kohn-Sham gap ... 8.61 eV
Energy above the lowest of the compared OMol25 structures with the same formula, charge and spin ... 1.9606 eV
SMILES ... CN1CC(=S)C1
Charge ... 0

Each line ends with the natural charge from an NBO analysis.
Cartesian coordinates (Å):
C -1.678 0.014 0.158  -0.41
N -0.391 -0.037 -0.477  -0.42
C 0.575 -1.071 -0.161  -0.30
C 1.642 0.001 -0.108  -0.06
S 3.246 -0.008 0.010  0.08
C 0.557 1.043 -0.182  -0.30
H -2.199 0.898 -0.146  0.21
H -1.627 0.007 1.237  0.16
H -2.257 -0.863 -0.137  0.20
H 0.355 -1.510 0.820  0.20
H 0.627 -1.857 -0.912  0.22
H 0.743 1.852 -0.913  0.22
H 0.406 1.530 0.810  0.20

Cartesian forces, eV/Å:
0.204 -0.892 -0.327
-0.497 1.283 -0.891
-0.456 -0.171 0.286
0.791 -0.429 0.327
-0.540 0.076 -0.118
0.442 0.490 0.382
-0.354 0.493 -0.263
0.165 0.048 0.785
-0.110 0.079 -0.069
0.396 -0.174 0.143
0.337 -0.114 0.009
-0.408 -0.420 0.061
0.028 -0.269 -0.324

[4]
Below is C4H7NS2 in the gas phase, with properties calculated with ωB97M-V/def2-TZVPD.

Summary:
HOMO energy ... -0.315 Ha
Kohn-Sham gap ... 8.88 eV
Energy above the lowest of the compared OMol25 structures with the same formula, charge and spin ... 1.0252 eV
SMILES ... C=C(C)C(=S)NS
Charge ... 0

Each line ends with the natural charge from an NBO analysis.
Cartesian coordinates (Å):
C 1.523 -0.737 0.397  -0.35
C 0.251 -0.540 -0.024  -0.08
C -0.860 -1.526 0.318  -0.63
C -0.038 0.519 -0.991  0.10
S -0.654 0.143 -2.470  -0.12
N 0.041 1.793 -0.579  -0.74
S 0.270 2.405 0.968  0.22
H 1.809 -1.701 0.860  0.21
H 2.282 0.035 0.273  0.20
H -1.346 -1.977 -0.568  0.24
H -0.516 -2.347 0.950  0.22
H -1.638 -0.986 0.854  0.22
H -0.102 2.450 -1.355  0.42
H -1.021 2.469 1.367  0.10

Cartesian forces, eV/Å:
-1.073 -0.138 -0.073
1.473 -1.896 0.721
-0.045 -0.051 -0.650
-1.304 -0.298 0.223
0.363 0.136 -0.127
0.240 1.130 -1.209
0.064 0.108 0.439
-0.212 0.890 -0.016
-0.015 -0.343 -0.244
0.384 0.407 0.280
0.185 0.254 -0.002
-0.142 0.024 0.130
-0.019 -0.180 0.650
0.099 -0.044 -0.123

[5]
Below is C4H7NS2 in the gas phase, with properties calculated with ωB97M-V/def2-TZVPD.

Summary:
HOMO energy ... -0.324 Ha
Kohn-Sham gap ... 8.59 eV
Energy above the lowest of the compared OMol25 structures with the same formula, charge and spin ... 3.6583 eV
SMILES ... C=C(CN)SC=S
Charge ... 0

Each line ends with the natural charge from an NBO analysis.
Cartesian coordinates (Å):
C 0.661 1.599 -0.317  -0.41
C 0.141 0.526 0.171  -0.07
C 0.607 -0.816 0.317  -0.35
N 2.071 -1.116 0.129  -0.77
S -1.474 0.439 1.202  0.23
C -2.563 -0.204 -0.115  -0.54
S -4.097 -0.275 -0.039  0.13
H 0.111 2.442 -0.432  0.23
H 1.703 1.248 -0.879  0.20
H -0.150 -1.373 -0.187  0.22
H 0.389 -1.345 1.231  0.23
H 2.209 -0.508 -0.857  0.33
H 2.489 -0.457 0.922  0.36
H -2.096 -0.162 -1.144  0.21

Cartesian forces, eV/Å:
4.313 -3.063 -2.263
-3.135 -0.408 3.589
2.221 -2.550 0.854
-0.385 4.176 -2.194
-0.026 0.265 -2.160
3.858 2.155 -0.863
-3.435 -0.734 0.579
-0.899 2.766 -0.378
-2.571 2.078 1.330
0.139 -1.171 -1.867
-0.076 0.883 1.227
0.553 -2.204 3.247
-0.692 -1.672 -2.356
0.134 -0.519 1.254

[6]
Below is C4H7NS2 in the gas phase, with properties calculated with ωB97M-V/def2-TZVPD.

Summary:
HOMO energy ... -0.311 Ha
Kohn-Sham gap ... 8.91 eV
Energy above the lowest of the compared OMol25 structures with the same formula, charge and spin ... 0.4532 eV
SMILES ... C=CCSC(N)=S
Charge ... 0

Each line ends with the natural charge from an NBO analysis.
Cartesian coordinates (Å):
C -0.093 -0.356 2.061  -0.38
C -1.123 -0.711 1.286  -0.20
C -0.957 -1.178 -0.129  -0.59
S -0.869 0.167 -1.328  0.27
C 0.843 0.587 -1.274  -0.07
N 1.093 1.839 -1.643  -0.76
S 2.132 -0.454 -1.120  -0.19
H -0.311 0.108 3.027  0.20
H 0.958 -0.534 1.771  0.22
H -2.200 -0.575 1.614  0.20
H -0.019 -1.749 -0.236  0.27
H -1.783 -1.841 -0.451  0.24
H 2.005 2.184 -1.815  0.41
H 0.323 2.514 -1.765  0.39

Cartesian forces, eV/Å:
-0.412 -0.259 0.073
-0.810 0.640 0.246
0.320 -1.154 0.064
-0.144 0.301 0.148
1.244 -0.804 -0.690
-2.344 1.565 -0.086
-0.494 -0.092 0.462
0.304 -0.299 -0.228
-0.723 0.266 0.085
1.492 0.014 -0.224
-0.311 0.225 -0.085
0.360 0.449 0.080
0.853 -0.165 -0.041
0.665 -0.687 0.197

[7]
Below is a molecular structure, C4H7NS2, with properties calculated with ωB97M-V/def2-TZVPD.

Summary:
HOMO energy ... -0.303 Ha
Kohn-Sham gap ... 8.73 eV
Energy above the lowest of the compared OMol25 structures with the same formula, charge and spin ... 5.1217 eV
Charge ... 0

Each line ends with the natural charge from an NBO analysis.
Cartesian coordinates (Å):
C -1.617 -0.056 2.558  -0.42
C -0.962 0.293 1.374  -0.49
C 1.441 1.041 0.031  -0.76
C 0.068 -1.201 -2.777  -0.14
H -1.117 0.422 3.731  0.21
H -2.450 -0.941 2.592  0.23
H -1.299 -0.511 0.424  0.23
H 1.946 0.307 0.653  0.25
H 2.141 2.034 -0.002  0.27
H -0.217 -0.339 -3.622  0.21
H 0.050 -2.397 -2.796  0.22
N 0.756 -0.991 -1.652  -0.50
S 0.060 1.560 1.129  0.31
S 1.202 0.779 -1.643  0.39

Cartesian forces, eV/Å:
1.756 0.085 1.345
-4.224 -6.192 0.052
1.373 2.759 1.896
2.133 -1.246 1.940
-2.063 -1.394 -3.963
2.323 2.541 -0.044
1.056 2.794 2.484
0.467 -0.387 -0.724
-1.653 -2.252 0.479
0.628 -2.640 2.270
-0.917 2.729 -1.131
-1.712 2.590 -3.555
1.317 2.782 -0.193
-0.485 -2.167 -0.856

[8]
Below is C4H7NS3 in the gas phase, with properties calculated with ωB97M-V/def2-TZVPD.

Summary:
HOMO energy ... -0.323 Ha
Kohn-Sham gap ... 7.91 eV
Energy above the lowest of the compared OMol25 structures with the same formula, charge and spin ... 3.3111 eV
SMILES ... CC(=S)N(S)CC=S
Charge ... 0

Each line ends with the natural charge from an NBO analysis.
Cartesian coordinates (Å):
C -1.556 0.379 -2.575  -0.67
C -1.075 0.667 -1.058  0.13
S -1.009 2.143 -0.274  -0.12
N -0.550 -0.425 -0.411  -0.53
S 0.174 -1.948 -1.161  0.16
C -0.319 -0.266 1.018  -0.37
C 1.071 0.063 1.169  -0.17
S 2.011 -0.267 2.620  -0.01
H -2.039 1.289 -2.875  0.24
H -0.679 0.105 -3.347  0.24
H -2.185 -0.593 -2.346  0.24
H 1.310 -1.592 -1.936  0.14
H -0.473 -1.211 1.318  0.23
H -1.117 0.336 1.459  0.28
H 1.494 0.732 0.332  0.22

Cartesian forces, eV/Å:
1.722 -2.153 1.949
1.437 -0.381 -2.039
-0.763 -0.497 -1.086
-0.138 -0.317 -1.704
-0.506 1.582 0.089
-0.381 0.527 -1.726
4.235 1.871 3.571
-2.351 0.716 -3.911
-0.667 -0.037 -0.389
-1.886 0.636 2.070
0.748 2.106 -1.292
-1.266 0.411 1.101
-0.415 -3.500 2.000
0.605 0.312 0.009
-0.374 -1.276 1.357

[9]
Below is a gas-phase ion, C4H7O2 (charge -1), with properties calculated with ωB97M-V/def2-TZVPD.

Summary:
HOMO energy ... -0.095 Ha
Kohn-Sham gap ... 6.57 eV
Energy above the lowest of the compared OMol25 structures with the same formula, charge and spin ... 2.7655 eV
SMILES ... O=CCCC[O-]
Charge ... -1

Each line ends with the natural charge from an NBO analysis.
Cartesian coordinates (Å):
O 2.929 -1.191 -0.354  -0.57
C 2.048 -0.365 -0.259  0.47
C 0.737 -0.327 0.361  -0.59
C -0.376 0.285 -0.469  -0.42
C -1.722 0.385 0.353  0.00
O -1.498 0.604 1.652  -0.95
H 2.076 0.398 -1.126  0.06
H 0.663 0.056 1.380  0.30
H 0.371 -1.357 0.590  0.23
H -0.005 1.276 -0.798  0.16
H -0.638 -0.249 -1.401  0.17
H -2.370 1.130 -0.161  0.09
H -2.214 -0.646 0.231  0.05

Cartesian forces, eV/Å:
-0.006 -0.360 1.411
0.115 0.695 -3.854
-1.855 -2.391 1.295
-0.102 1.083 -0.759
0.753 -1.133 0.934
-0.079 0.620 0.238
0.271 0.203 1.122
0.067 0.798 0.096
0.691 0.150 -0.179
-0.417 -0.008 0.173
0.555 -0.172 0.207
-0.048 -0.015 -0.203
0.056 0.530 -0.481

Asked for electronic energy across the records above, the calculation gives -609.474327; -609.464692; -609.486437; -1007.696575; -1007.599810; -1007.717598; -1007.546031; -1405.801813; -307.052014 hartree in order.
Asked for E_LUMO across the records above, the calculation gives 0.95; 0.10; -0.12; 0.32; -0.22; 0.43; 0.48; -0.87; 3.99 eV in order.